[1]
18
Properties=species:S:1:pos:R:3:forces:R:3:nbo_charge:R:1 method="wB97M-V/def2-TZVPD" e_tot_ha=-478.3780 mol_weight_g_mol=204.0 multiplicity=2 orbital_gap_ev="11.3 / 5.1" e_above_lowest_ev=0.046 charge=+2
In -0.22284 -0.91220 -0.20204 -0.23 0.05 0.03 0.999
C 4.19848 1.93202 -2.32227 1.28 0.98 0.47 -0.611
C 3.15457 0.88544 -1.96408 -3.59 0.49 -1.07 -0.070
C 3.57278 -0.15003 -0.92978 1.60 0.14 0.23 -0.100
O 2.65895 -1.18074 -0.93280 -0.57 0.42 0.58 -0.346
C 3.24517 -2.44354 -1.32156 -0.54 0.61 -0.28 -0.263
N 1.81789 1.50938 -1.51475 3.35 -0.03 -0.90 -0.618
H 4.81931 2.24348 -1.48223 -0.17 0.13 0.12 0.246
H 3.74893 2.80972 -2.78664 -0.21 -0.05 0.22 0.259
H 4.87763 1.54731 -3.08309 -0.07 -0.43 0.07 0.274
H 2.97552 0.40209 -2.92450 -0.54 -0.40 0.22 0.236
H 3.69479 0.37353 0.01843 -0.58 -0.06 0.45 0.255
H 4.57512 -0.50410 -1.17069 0.03 -0.12 -0.14 0.239
H 2.44688 -3.15826 -1.52159 0.14 0.08 0.19 0.231
H 3.89528 -2.72151 -0.49199 0.34 -0.35 -0.42 0.247
H 3.70549 -2.11570 -2.25362 0.72 -1.05 -0.09 0.228
H 1.45670 2.08454 -2.26229 -0.87 -0.43 -0.76 0.409
H 2.05758 2.22890 -0.84771 -0.08 0.03 1.08 0.387

***

[2]
12
Properties=species:S:1:pos:R:3:forces:R:3:nbo_charge:R:1 method="wB97M-V/def2-TZVPD" e_tot_ha=-269.2625 mol_weight_g_mol=82.1 orbital_gap_ev=10.5 e_above_lowest_ev=2.280 smiles="CCC#CC=O"
C 0.77230 1.04057 -0.70636 0.19 0.06 -0.08 -0.589
C -0.74311 1.22069 -0.49477 -0.03 -0.01 0.00 -0.486
C -1.08508 -0.00675 0.23551 0.32 -0.53 0.19 0.122
C -0.79510 -1.08146 0.71031 -0.17 0.48 -0.11 -0.176
C -0.00237 -2.20903 1.16514 0.16 -0.07 0.02 0.367
O 1.18202 -2.25980 0.91259 -0.50 -0.10 0.14 -0.490
H 1.27472 1.11276 0.26224 0.00 0.06 -0.18 0.215
H 0.94558 0.02295 -1.06631 0.10 0.25 -0.09 0.222
H 1.22232 1.74762 -1.40434 -0.16 0.12 0.06 0.210
H -1.28965 1.28649 -1.44127 0.05 -0.07 0.14 0.236
H -0.97889 2.12304 0.08016 0.01 -0.18 -0.07 0.235
H -0.50276 -2.99707 1.74707 0.02 -0.01 -0.02 0.135